Density functional theory data (the ωB97M-V functional and the def2-TZVPD basis) for a gas-phase ion, C3H13N2Si (charge +1) in a non-equilibrium geometry.

Element x y z (Å)
C 0.8249 -0.0125 2.2141
N 0.7186 0.1928 0.7223
C 1.4118 1.0162 -0.3203
C -0.8025 0.2941 0.3878
N -0.9309 0.2326 -1.1764
Si -1.4172 -1.3069 -1.8683
H 1.0013 0.9341 2.6011
H -0.0001 -0.5659 2.6902
H 1.6504 -0.5682 2.3638
H 0.7186 -0.7778 0.4798
H 0.9787 0.9061 -1.3145
H 1.3325 2.0786 0.0668
H 2.5047 0.6383 -0.4091
H -1.0187 1.2937 0.7503
H -1.4803 -0.4584 0.6129
H -1.0482 1.0370 -1.6973
H -1.6707 -0.8666 -3.2149
H -0.2207 -2.2927 -1.7449
H -2.5523 -1.7747 -1.1433

Cartesian forces, eV/Å:
C -1.051 1.586 -0.886
N -4.149 -3.340 -1.022
C 3.330 1.021 1.702
C 0.968 3.674 -5.276
N -0.017 -2.520 4.248
Si 1.744 0.259 -0.119
H -0.059 1.640 1.325
H -0.168 0.605 -0.848
H 3.012 -1.831 0.568
H 1.337 -0.886 -1.148
H -0.180 -0.205 0.736
H 0.449 -1.146 -0.716
H -1.738 0.979 0.485
H -0.801 -0.115 0.099
H -0.443 -1.609 1.888
H -0.314 2.056 -0.719
H -0.188 -0.257 -0.713
H -0.973 0.645 -0.061
H -0.758 -0.554 0.455

The structure (SMILES) is C[NH+](C)CN[SiH3]. The charge is +1. Its HOMO-LUMO gap is 10.67 eV. The calculation puts the energy above the lowest of the compared OMol25 structures with the same formula, charge and spin at 68.01 kcal per mole. The multiplicity is 1.

Formally, the natural (NBO) partial charges of the atoms, in units of the elementary charge, are as follows: atom 1 (C): -0.40, atom 2 (N): -0.36, atom 3 (C): -0.43, atom 4 (C): -0.06, atom 5 (N): -1.06, atom 6 (Si): 1.06, atom 7 (H): 0.23, atom 8 (H): 0.25, atom 9 (H): 0.23, atom 10 (H): 0.42, atom 11 (H): 0.28, atom 12 (H): 0.23, atom 13 (H): 0.25, atom 14 (H): 0.22, atom 15 (H): 0.24, atom 16 (H): 0.41, atom 17 (H): -0.14, atom 18 (H): -0.18, atom 19 (H): -0.18

---

Density functional theory data (the ωB97M-V functional and the def2-TZVPD basis) for 3 unconnected molecules or ions with the total composition C3H13N3.

Element x y z (Å)
C -1.0479 -0.9229 0.3621
C -1.3038 -1.9002 -0.7632
N -1.2973 0.9412 -0.6731
N -0.7929 2.0534 -0.1915
H -2.2962 0.8437 -0.4696
H 0.6275 1.5744 -0.2160
H -1.3238 2.4459 0.5954
H -1.9140 -0.7813 1.0119
H -0.2320 -1.2370 1.0283
H -1.7081 -2.8673 -0.4329
H -0.3856 -2.1100 -1.3228
H -2.0139 -1.4800 -1.4838
C 2.3333 0.5846 0.8240
N 1.3445 0.6612 -0.2593
H 1.7464 0.5407 -1.1834
H 0.5370 -0.0508 -0.1463
H 3.1016 1.3457 0.6921
H 2.8027 -0.3995 0.8584
H 1.8228 0.7583 1.7698

Cartesian forces, eV/Å:
C -0.578 0.442 -0.116
C 0.024 0.016 0.042
N 0.065 -0.805 -0.086
N 0.466 -0.026 0.377
H 0.168 -0.054 0.118
H -0.294 0.067 0.033
H 0.107 -0.101 -0.147
H -0.009 -0.022 -0.071
H 0.149 0.126 -0.093
H 0.054 0.112 -0.032
H -0.034 -0.007 0.006
H 0.024 0.004 0.046
C -0.070 -0.066 -0.044
N -0.622 -0.389 -0.060
H -0.017 0.072 0.091
H 0.622 0.567 -0.026
H -0.054 -0.020 -0.004
H -0.015 0.069 -0.004
H 0.013 0.014 -0.031

The charge is 0. Its HOMO-LUMO gap (spin up / spin down) is 7.07 / 7.07 eV. The calculation puts the energy above the lowest of the compared OMol25 structures with the same formula, charge and spin at 108.94 kcal per mole. The multiplicity is 1.

Formally, the natural (NBO) partial charges of the atoms, in units of the elementary charge, are as follows: atom 1 (C): -0.58, atom 2 (C): -0.63, atom 3 (N): -0.40, atom 4 (N): -0.67, atom 5 (H): 0.33, atom 6 (H): 0.44, atom 7 (H): 0.30, atom 8 (H): 0.18, atom 9 (H): 0.17, atom 10 (H): 0.20, atom 11 (H): 0.19, atom 12 (H): 0.20, atom 13 (C): -0.41, atom 14 (N): -0.80, atom 15 (H): 0.40, atom 16 (H): 0.47, atom 17 (H): 0.21, atom 18 (H): 0.20, atom 19 (H): 0.22

---

Density functional theory data (the ωB97M-V functional and the def2-TZVPD basis) for 2 unconnected molecules or ions with the total composition C3H13N4P in a non-equilibrium geometry.

Element x y z (Å)
C -2.4601 -0.6759 0.6886
C -1.0422 -0.4026 1.3122
C 0.1143 -1.1679 0.7365
N 2.0396 1.7432 0.7633
N 0.7258 2.2097 -1.5437
N 2.9582 0.8099 -1.6705
N 0.4158 -0.8632 -0.6836
P 1.6943 1.1995 -0.5705
H -2.5155 -0.6377 -0.4128
H -2.8129 -1.7268 1.0796
H -3.0978 0.1314 1.1769
H -1.0812 -0.4132 2.3680
H -0.8478 0.5871 1.1545
H 1.0322 -1.0676 1.2573
H -0.1467 -2.3069 0.7056
H 2.7148 1.1959 1.3097
H 0.1469 2.8229 -1.1036
H 0.4859 1.6997 -2.4350
H 2.5230 0.2419 -2.3334
H 3.5396 0.2647 -1.0497
H 1.2119 -1.3089 -1.1298

Cartesian forces, eV/Å:
C -0.104 -0.912 2.162
C -1.093 -1.392 -1.810
C -0.018 -3.221 -1.980
N 1.156 0.451 3.141
N 3.361 -3.939 -1.469
N -0.577 1.295 2.480
N 0.699 4.121 -0.092
P -3.140 -1.979 -4.832
H 0.207 0.050 0.628
H 0.390 1.972 -0.935
H 0.302 -1.190 -0.923
H -0.093 -0.814 1.280
H 0.648 2.979 -0.775
H 0.620 0.095 1.353
H 0.398 1.624 0.426
H -0.511 0.588 -0.064
H -2.285 1.744 1.020
H -0.304 1.322 1.634
H -0.307 -1.456 -1.661
H 0.705 -0.511 -0.442
H -0.054 -0.825 0.857

The charge is 0. Its HOMO-LUMO gap is 8.75 eV. The calculation puts the energy above the lowest of the compared OMol25 structures with the same formula, charge and spin at 36.74 kcal per mole. The multiplicity is 1.

Formally, the natural (NBO) partial charges of the atoms, in units of the elementary charge, are as follows: atom 1 (C): -0.61, atom 2 (C): -0.41, atom 3 (C): -0.23, atom 4 (N): -1.31, atom 5 (N): -1.16, atom 6 (N): -1.11, atom 7 (N): -0.87, atom 8 (P): 2.02, atom 9 (H): 0.22, atom 10 (H): 0.20, atom 11 (H): 0.21, atom 12 (H): 0.21, atom 13 (H): 0.20, atom 14 (H): 0.18, atom 15 (H): 0.17, atom 16 (H): 0.40, atom 17 (H): 0.41, atom 18 (H): 0.41, atom 19 (H): 0.37, atom 20 (H): 0.38, atom 21 (H): 0.33

---

Density functional theory data (the ωB97M-V functional and the def2-TZVPD basis) for 3 unconnected molecules or ions with the total composition C3H13NO2S in a non-equilibrium geometry.

Element x y z (Å)
N -1.9632 0.5293 0.4616
C -0.8843 1.1787 -0.2843
C 0.2976 0.2147 -0.5096
C 1.5451 0.9361 -1.0760
S 2.5970 1.5038 0.2903
H -2.6042 1.2183 0.8495
H -2.5054 -0.0434 -0.1762
H -0.5022 2.0653 0.1684
H -1.2587 1.4673 -1.2754
H -0.0410 -0.4549 -1.3269
H 0.6815 -0.3393 0.3473
H 2.1350 0.2530 -1.6948
H 1.3179 1.8207 -1.6998
H 1.4785 1.8660 1.1327
O 0.3831 -3.7003 -1.1238
H 1.0014 -3.4695 -1.8266
H 0.7479 -3.2301 -0.3642
O -0.6160 -0.9202 2.6503
H -1.3311 -0.5838 2.0755
H -0.4789 -0.3116 3.3819

Cartesian forces, eV/Å:
N -0.237 0.280 0.432
C 0.341 -1.175 -0.665
C 0.226 0.213 -1.820
C -0.373 0.448 -0.099
S -1.427 0.602 1.293
H 0.103 -0.116 -0.161
H 0.021 -0.027 0.107
H -0.132 0.720 0.808
H 0.283 0.177 0.025
H 0.187 -0.217 0.692
H -0.785 -0.083 0.161
H 0.030 0.111 0.236
H -0.169 -0.520 0.177
H 1.769 -0.477 -1.159
O 0.299 0.261 -0.017
H -0.120 -0.138 -0.072
H -0.197 -0.096 0.108
O 0.014 -0.340 -0.041
H 0.415 0.314 0.180
H -0.249 0.061 -0.185

The structure (SMILES) is NCCCS.O.O. The charge is 0. Its HOMO-LUMO gap is 9.72 eV. The calculation puts the energy above the lowest of the compared OMol25 structures with the same formula, charge and spin at 14.82 kcal per mole. The multiplicity is 1.

Formally, the natural (NBO) partial charges of the atoms, in units of the elementary charge, are as follows: atom 1 (N): -0.86, atom 2 (C): -0.22, atom 3 (C): -0.43, atom 4 (C): -0.52, atom 5 (S): -0.05, atom 6 (H): 0.37, atom 7 (H): 0.37, atom 8 (H): 0.19, atom 9 (H): 0.17, atom 10 (H): 0.20, atom 11 (H): 0.24, atom 12 (H): 0.22, atom 13 (H): 0.21, atom 14 (H): 0.12, atom 15 (O): -0.93, atom 16 (H): 0.46, atom 17 (H): 0.47, atom 18 (O): -0.98, atom 19 (H): 0.50, atom 20 (H): 0.46

---

Density functional theory data (the ωB97M-V functional and the def2-TZVPD basis) for 3 unconnected molecules or ions with the total composition C3H13NO2S in a non-equilibrium geometry.

Element x y z (Å)
N 0.9929 0.3605 -2.3248
C 1.5492 -0.1760 -1.1271
C 1.2567 0.6921 0.1070
C 1.2971 0.0941 1.5594
S 1.9411 1.2509 2.8473
H 1.5706 0.9217 -2.9185
H 0.4959 -0.2808 -2.9260
H 2.6538 -0.0618 -1.2657
H 1.5519 -1.2571 -0.9532
H 0.2491 1.1000 -0.0056
H 2.0757 1.4119 0.1276
H 0.3504 -0.3730 1.8303
H 2.0569 -0.6814 1.4379
H 3.1996 1.0733 2.3867
O -5.6995 -0.9698 1.1908
H -4.8584 -1.1658 0.7388
H -5.5891 -1.3835 2.0583
O -1.8902 -0.5388 -0.8546
H -2.1997 0.2361 -1.3139
H -1.0041 -0.2525 -0.5946

Cartesian forces, eV/Å:
N -1.811 -0.327 -0.892
C 3.287 0.002 0.538
C -0.608 0.047 1.269
C 0.965 -0.554 -1.559
S -0.110 -0.602 -0.755
H 0.543 0.118 0.241
H -0.068 -0.130 0.300
H -0.399 -0.171 0.323
H -1.142 -0.005 -0.304
H 0.410 0.809 -0.215
H -0.747 0.716 -0.202
H 0.129 0.200 0.277
H -0.188 -0.330 0.711
H -0.222 0.272 0.337
O 0.635 -0.302 0.005
H -0.484 0.173 0.185
H -0.103 0.139 -0.212
O 0.423 -0.163 0.342
H -0.411 0.383 -0.382
H -0.097 -0.276 -0.007

The structure (SMILES) is NCCCS.O.O. The charge is 0. Its HOMO-LUMO gap is 9.82 eV. The calculation puts the energy above the lowest of the compared OMol25 structures with the same formula, charge and spin at 29.52 kcal per mole. The multiplicity is 1.

Formally, the natural (NBO) partial charges of the atoms, in units of the elementary charge, are as follows: atom 1 (N): -0.87, atom 2 (C): -0.25, atom 3 (C): -0.43, atom 4 (C): -0.51, atom 5 (S): -0.04, atom 6 (H): 0.37, atom 7 (H): 0.38, atom 8 (H): 0.18, atom 9 (H): 0.20, atom 10 (H): 0.19, atom 11 (H): 0.21, atom 12 (H): 0.22, atom 13 (H): 0.20, atom 14 (H): 0.12, atom 15 (O): -0.94, atom 16 (H): 0.47, atom 17 (H): 0.47, atom 18 (O): -0.94, atom 19 (H): 0.47, atom 20 (H): 0.47

---

Density functional theory data (the ωB97M-V functional and the def2-TZVPD basis) for 3 unconnected molecules or ions with the total composition C3H13NO2S2 in a non-equilibrium geometry.

Element x y z (Å)
N 0.4928 -0.2346 -1.7713
C 1.4973 -0.7297 -0.8308
C 0.9235 -0.8621 0.6231
C 0.6479 0.4786 1.2707
S 2.0502 1.4491 1.8740
S 2.9509 2.3870 0.3028
H 0.0494 -0.9692 -2.3214
H -0.1977 0.2452 -1.2257
H 2.3226 -0.0198 -0.7704
H 2.0155 -1.6312 -1.1561
H 1.6354 -1.4788 1.1716
H -0.0492 -1.3239 0.4365
H 0.0758 0.4285 2.2039
H -0.0037 1.0670 0.6173
H 4.1000 1.6689 0.1302
O -3.6634 -2.4404 -0.6987
H -4.3353 -2.9496 -0.2368
H -3.1229 -2.2320 0.0700
O -2.1713 2.2740 0.3394
H -2.7371 1.7088 -0.1931
H -2.4808 3.1644 0.1648

Cartesian forces, eV/Å:
N 0.562 -0.498 -0.328
C 0.291 0.648 0.859
C 0.464 -0.149 -1.440
C -0.156 0.295 -0.217
S 0.190 -0.033 0.264
S 0.367 0.174 -0.311
H 0.103 0.210 0.410
H -0.542 0.282 -0.204
H -0.056 0.241 -0.136
H -0.595 -0.336 -0.109
H -0.399 -0.091 0.412
H 0.044 -0.560 0.608
H 0.027 -0.415 -0.053
H 0.272 0.269 0.098
H -0.579 -0.002 0.169
O -0.010 -0.084 0.662
H -0.489 -0.237 -0.442
H 0.520 0.340 -0.208
O 0.084 -0.201 0.046
H -0.085 -0.035 -0.055
H -0.013 0.181 -0.025

The structure (SMILES) is NCCCSS.O.O. The charge is 0. Its HOMO-LUMO gap is 9.08 eV. The calculation puts the energy above the lowest of the compared OMol25 structures with the same formula, charge and spin at 19.22 kcal per mole. The multiplicity is 1.

Formally, the natural (NBO) partial charges of the atoms, in units of the elementary charge, are as follows: atom 1 (N): -0.84, atom 2 (C): -0.22, atom 3 (C): -0.43, atom 4 (C): -0.55, atom 5 (S): 0.09, atom 6 (S): -0.14, atom 7 (H): 0.36, atom 8 (H): 0.35, atom 9 (H): 0.18, atom 10 (H): 0.19, atom 11 (H): 0.21, atom 12 (H): 0.19, atom 13 (H): 0.23, atom 14 (H): 0.23, atom 15 (H): 0.13, atom 16 (O): -0.93, atom 17 (H): 0.46, atom 18 (H): 0.46, atom 19 (O): -0.94, atom 20 (H): 0.47, atom 21 (H): 0.48